# 1
ORCA calculation (ωB97M-V/def2-TZVPD) on a structure of composition C42H33N8O2PRu at a distorted geometry.

Geometry as XYZ:
```
87
Properties=species:S:1:pos:R:3:mulliken_charge:R:1
Ru 0.042 -0.366 -0.965 -1.324
O -4.180 2.765 3.807 -0.564
C -4.039 3.118 2.439 -0.960
C -2.641 2.754 2.032 0.882
C -2.123 3.287 0.686 -1.167
C -1.268 2.304 -0.115 1.084
N -1.407 0.877 0.091 0.532
C -1.770 0.430 1.233 0.788
C -2.197 1.308 2.369 -0.900
C -1.520 -1.025 1.445 -0.283
C -2.140 -1.765 2.431 -0.565
C -1.858 -3.121 2.563 0.650
C -2.572 -3.948 3.605 -0.914
O -2.952 -3.195 4.734 -0.506
C -0.936 -3.679 1.691 -1.291
C -0.339 -2.880 0.733 -0.599
N -0.612 -1.582 0.609 0.318
H -5.007 3.116 4.147 0.385
H -4.197 4.190 2.283 0.460
H -4.760 2.575 1.815 0.337
H -2.801 3.904 0.101 0.529
H -1.275 2.516 -1.176 -1.118
H -2.897 0.809 3.034 1.360
H -2.853 -1.304 3.100 0.697
H -1.965 -4.818 3.871 0.423
H -3.498 -4.325 3.166 0.289
H -2.190 -3.067 5.308 0.313
H -0.668 -4.725 1.752 0.482
H 0.397 -3.282 0.048 0.592
C 4.197 -2.161 3.115 -0.636
C 3.985 -0.838 3.480 -0.820
C 3.183 -0.020 2.700 -0.308
C 2.571 -0.527 1.554 0.606
C 2.810 -1.848 1.179 -0.616
C 3.617 -2.662 1.959 -1.032
P 1.666 0.549 0.408 3.930
C 0.785 1.789 1.379 0.543
C 0.045 2.837 0.597 -1.119
C -0.843 3.832 1.392 -0.689
C -1.387 3.322 2.749 -0.436
C -0.939 1.906 3.151 -1.097
C 0.346 1.403 2.583 -1.753
C 2.923 1.030 -0.766 -0.262
C 3.910 1.968 -0.639 -0.114
C 4.959 1.993 -1.581 -1.039
C 5.019 1.039 -2.559 -0.770
C 4.022 0.041 -2.684 0.804
C 4.079 -0.962 -3.685 -0.855
C 3.075 -1.875 -3.784 -1.206
C 1.943 -1.806 -2.934 -0.335
C 1.834 -0.878 -1.930 -0.058
C 2.927 0.054 -1.797 0.815
H 4.829 -2.794 3.723 0.429
H 4.457 -0.438 4.368 0.457
H 3.047 1.017 2.981 0.505
H 2.400 -2.221 0.249 0.320
H 3.806 -3.684 1.656 0.479
H 0.697 3.327 -0.126 0.836
H -0.544 4.874 1.345 0.443
H -1.463 4.053 3.549 0.414
H -1.024 1.718 4.218 0.678
H 0.818 0.576 3.101 0.622
H 3.898 2.677 0.180 0.524
H 5.727 2.751 -1.511 0.442
H 5.840 1.039 -3.266 0.423
H 4.918 -0.979 -4.369 0.432
H 3.108 -2.639 -4.550 0.433
H 1.142 -2.504 -3.134 0.237
N 0.138 0.976 -2.445 -0.144
C -0.099 1.815 -3.209 0.963
C -0.455 2.901 -3.981 -0.205
C -1.712 3.452 -3.625 0.249
N -2.716 3.841 -3.207 -0.614
C 0.387 3.420 -4.993 -0.156
N 1.075 3.831 -5.821 -0.500
N -2.273 -4.105 -4.394 -0.401
C -2.355 -2.882 -3.819 0.077
C -1.463 -2.481 -2.807 -0.259
N -1.534 -1.275 -2.270 0.766
C -2.499 -0.448 -2.700 -0.450
C -3.369 -0.858 -3.693 -0.619
N -3.301 -2.056 -4.257 -0.634
H -1.621 -4.799 -4.082 0.189
H -2.950 -4.349 -5.095 0.254
H -0.710 -3.160 -2.429 0.437
H -2.560 0.535 -2.258 0.463
H -4.143 -0.189 -4.050 0.429
```

orbital gap (alpha / beta)	6.38 / 5.61	eV
total charge	+1
ΔE to the lowest compared entry with this formula, charge and spin	0.703	eV
spin multiplicity	2

# 2
ORCA calculation (ωB97M-V/def2-TZVPD) on the ion C5H6N4 with charge +2 at a distorted geometry.

Geometry as XYZ:
```
15
Properties=species:S:1:pos:R:3:mulliken_charge:R:1
C 3.006 -1.642 0.425 0.022
C 0.639 0.926 -0.971 0.081
C 2.184 -0.710 -0.104 0.734
C -0.547 -0.579 0.301 -0.089
C -1.767 1.158 -0.752 -0.873
N 3.683 -2.464 0.869 -0.054
N 1.692 0.230 -0.609 -0.030
N -0.503 0.540 -0.404 0.088
N -0.845 -0.936 1.467 -0.142
H 0.735 1.732 -1.686 0.470
H -2.090 1.801 0.074 0.383
H -2.552 0.417 -0.927 0.376
H -1.657 1.765 -1.653 0.371
H -0.972 -1.931 1.699 0.358
H -1.007 -0.306 2.272 0.306
```

orbital gap (alpha / beta)	7.55 / 7.29	eV
total charge	+2
ΔE to the lowest compared entry with this formula, charge and spin	3.017	eV

# 3
ORCA calculation (ωB97M-V/def2-TZVPD) on a cluster of 3 separate species, C20H33N2O9 in total at a distorted geometry.

Geometry as XYZ:
```
64
Properties=species:S:1:pos:R:3:mulliken_charge:R:1
C -0.458 2.733 1.819 -0.615
O -1.344 3.281 0.857 -0.355
C -2.692 2.865 1.048 -0.261
C -3.579 3.422 -0.042 -1.258
C -3.428 2.786 -1.430 -0.072
C -2.258 3.295 -2.297 -1.045
C -0.942 2.508 -2.228 -0.795
C -1.104 0.973 -2.247 -0.823
C -0.903 0.355 -0.855 1.633
C -0.496 -1.137 -0.861 -1.818
C -1.472 -2.066 -0.114 0.409
C -1.426 -1.751 1.322 -0.192
N -1.457 -1.530 2.449 -0.643
C -2.939 -2.128 -0.639 0.606
C -3.008 -1.848 -2.071 -0.077
N -3.097 -1.698 -3.208 -0.656
C -3.965 -1.279 0.193 -0.062
O -4.676 -1.955 0.955 -0.789
O -3.957 -0.044 0.016 -0.496
H 0.349 2.176 1.341 0.093
H -0.003 3.559 2.380 0.283
H -1.007 2.111 2.527 0.353
H -3.034 3.286 2.008 0.505
H -2.804 1.779 1.117 0.294
H -3.505 4.514 -0.086 0.390
H -4.603 3.212 0.284 0.482
H -4.344 3.033 -1.977 0.361
H -3.443 1.703 -1.301 0.058
H -2.584 3.346 -3.337 0.346
H -2.045 4.319 -1.970 0.375
H -0.363 2.783 -3.118 0.457
H -0.328 2.792 -1.374 0.356
H -2.084 0.730 -2.657 0.142
H -0.351 0.524 -2.901 0.565
H -1.764 0.525 -0.210 -0.963
H -0.065 0.911 -0.425 0.048
H 0.473 -1.230 -0.364 0.276
H -0.354 -1.480 -1.887 0.629
H -1.070 -3.081 -0.193 0.704
H -3.271 -3.162 -0.545 0.576
C 0.957 -3.200 3.768 -0.783
O 1.876 -2.953 2.695 -0.119
C 2.442 -4.031 2.172 0.667
O 2.286 -5.170 2.527 -0.590
O 3.228 -3.632 1.161 -0.212
C 3.914 -4.697 0.501 -0.782
H 0.583 -2.231 4.078 0.254
H 0.122 -3.801 3.420 0.316
H 1.458 -3.689 4.603 0.305
H 3.206 -5.397 0.062 0.300
H 4.576 -5.215 1.192 0.317
H 4.503 -4.235 -0.288 0.252
C 4.518 2.207 -2.274 -0.684
O 3.809 1.899 -1.076 -0.286
C 4.191 0.763 -0.486 0.755
O 5.058 0.026 -0.884 -0.577
O 3.453 0.594 0.602 -0.243
C 3.746 -0.600 1.343 -0.682
H 4.107 3.144 -2.639 0.219
H 5.581 2.330 -2.072 0.304
H 4.368 1.429 -3.021 0.303
H 4.775 -0.580 1.701 0.380
H 3.573 -1.478 0.741 0.359
H 3.071 -0.613 2.192 0.208
```

orbital gap	7.75	eV
total charge	-1

# 4
ORCA calculation (ωB97M-V/def2-TZVPD) on a cluster of 2 separate species, C4H12 in total at a distorted geometry.

Geometry as XYZ:
```
16
Properties=species:S:1:pos:R:3:mulliken_charge:R:1
C 1.582 1.405 0.444 -0.564
C 2.893 0.859 -0.323 -0.883
H 1.439 2.467 0.303 0.306
H 0.651 0.867 0.348 0.037
H 1.710 1.254 1.672 0.209
H 3.862 0.959 0.187 0.276
H 2.846 1.247 -1.248 0.317
H 2.751 -0.137 -0.280 0.309
C -2.538 -0.505 -0.336 -0.966
C -1.851 -1.784 0.016 -0.649
H -3.320 -0.547 -1.013 0.369
H -3.038 -0.053 0.484 0.326
H -1.896 0.384 -0.484 0.229
H -1.685 -2.418 -0.865 0.247
H -2.542 -2.409 0.672 0.230
H -0.861 -1.590 0.423 0.205
```

orbital gap	12.33	eV
total charge	0
ΔE to the lowest compared entry with this formula, charge and spin	1.420	eV

# 5
ORCA calculation (ωB97M-V/def2-TZVPD) on a structure of composition C10H37Ca2O19PS2 at a distorted geometry.

Geometry as XYZ:
```
71
Properties=species:S:1:pos:R:3:mulliken_charge:R:1
Ca -2.584 -8.630 -16.907 1.630
Ca 2.242 -13.295 -19.065 1.664
S 0.321 -12.130 -14.715 1.057
O 1.304 -12.354 -15.754 -0.638
O 0.923 -11.282 -13.729 -0.680
O -0.843 -11.404 -15.192 -0.732
O -0.156 -13.430 -14.174 -0.672
S 0.721 -9.947 -20.369 1.187
O -0.221 -9.260 -19.512 -0.682
O 0.195 -11.296 -20.471 -0.792
O 0.866 -9.354 -21.696 -0.679
O 1.973 -10.130 -19.610 -0.699
C 4.285 -8.154 -15.368 -0.359
O 4.344 -8.132 -16.809 -0.526
H 4.966 -8.936 -15.033 0.188
H 4.684 -7.261 -14.887 0.252
H 3.236 -8.408 -15.215 0.141
H 3.738 -8.819 -17.095 0.306
C -1.208 -16.626 -17.981 -0.661
O -0.177 -15.805 -17.583 -0.398
H -2.089 -16.087 -18.328 0.268
H -0.915 -17.365 -18.726 0.256
H -1.463 -17.289 -17.154 0.271
H -0.488 -15.452 -16.746 0.276
C 1.219 -15.374 -10.216 -0.426
O -0.029 -15.861 -10.782 -0.522
H 2.113 -15.986 -10.341 0.230
H 1.454 -14.493 -10.813 0.136
H 1.107 -15.186 -9.148 0.246
H -0.113 -15.485 -11.662 0.335
C -1.331 -10.658 -9.830 -0.576
O 0.026 -10.309 -10.032 -0.520
H -1.430 -11.538 -9.194 0.279
H -1.795 -9.839 -9.280 0.246
H -1.851 -10.712 -10.787 0.223
H 0.300 -10.695 -10.867 0.344
C 4.967 -12.900 -12.951 -0.544
O 4.556 -11.740 -12.267 -0.546
H 6.054 -12.898 -13.027 0.305
H 4.622 -13.791 -12.427 0.226
H 4.680 -13.003 -13.997 0.220
H 3.680 -11.541 -12.608 0.328
C -4.626 -15.316 -12.395 -0.594
O -3.955 -15.664 -13.659 -0.496
H -4.136 -15.690 -11.496 0.265
H -5.007 -14.298 -12.322 0.259
H -5.585 -15.834 -12.424 0.252
H -3.187 -15.100 -13.777 0.312
C -1.049 -6.522 -12.689 -0.473
O -0.899 -7.377 -13.838 -0.456
H -1.817 -5.803 -12.975 0.207
H -1.359 -7.147 -11.851 0.226
H -0.097 -6.044 -12.460 0.233
H -0.413 -8.126 -13.486 0.296
C 3.517 -17.385 -14.813 -0.716
O 4.083 -18.172 -15.866 -0.336
P 5.210 -17.281 -16.734 1.002
O 4.606 -16.064 -17.373 -0.569
O 6.312 -16.967 -15.588 -0.266
C 6.952 -18.047 -14.874 -0.729
O 5.837 -18.397 -17.716 -0.296
C 6.616 -18.038 -18.858 -0.656
H 2.474 -17.682 -14.710 0.258
H 3.486 -16.311 -14.996 0.366
H 3.982 -17.672 -13.870 0.227
H 6.527 -18.211 -13.884 0.266
H 8.030 -17.938 -14.756 0.312
H 6.943 -18.990 -15.421 0.333
H 7.692 -18.038 -18.681 0.275
H 6.369 -17.017 -19.150 0.308
H 6.375 -18.769 -19.629 0.230
```

orbital gap	2.94	eV
total charge	0
ΔE to the lowest compared entry with this formula, charge and spin	18.206	eV

| no. | energy (eV) |
| --- | --- |
| 1 | -71968.58562 |
| 2 | -11218.26171 |
| 3 | -42684.35137 |
| 4 | -4341.10869 |
| 5 | -117700.97017 |